[1]
ORCA calculation (wB97M-V/def2-TZVPD) on the molecule C5H9N3 in a non-equilibrium geometry.

Summary:
E_HOMO: -8.122 eV
HOMO-LUMO gap: 8.97 eV
Structure (SMILES): [H]/N=C(\C#C)NN(C)C

Positions of all 17 atoms, in Å:
H: 1.9820 -0.8026 -3.0220
N: 1.0679 -0.7738 -2.5985
C: 0.9673 -0.6117 -1.3655
C: 1.8651 -0.5179 -0.1650
C: 2.1580 -0.7355 1.0056
N: -0.3853 -0.5199 -0.9220
N: -0.6970 0.1449 0.2426
C: -0.7713 1.6221 0.1728
C: -1.2790 -0.6450 1.2381
H: 2.3691 -0.6478 2.0553
H: -0.8330 -0.1050 -1.7303
H: -1.7895 1.9930 0.1627
H: -0.1404 1.9843 -0.7146
H: -0.2259 1.9864 1.0363
H: -2.3654 -0.6084 1.0890
H: -1.0001 -0.0900 2.1997
H: -0.9223 -1.6730 1.3157

The Löwdin scheme yields these atomic charges, measured in e:
1 H 0.054
2 N 0.133
3 C -0.441
4 C -0.022
5 C 0.121
6 N 0.001
7 N -0.351
8 C -0.044
9 C -0.110
10 H 0.038
11 H 0.118
12 H 0.068
13 H 0.111
14 H 0.066
15 H 0.074
16 H 0.101
17 H 0.083



[2]
ORCA calculation (wB97M-V/def2-TZVPD) on the molecule C31H24FN5O6 in a non-equilibrium geometry.

Summary:
E_HOMO: -9.102 eV
HOMO-LUMO gap: 9.27 eV
Structure (SMILES): O=C(OC[C@@H]1O[C@@H](n2cnc3c(N(C(=O)c4ccccc4)C(=O)c4ccccc4)ncnc32)[C@H](O)[C@H]1F)c1ccccc1

Positions of all 67 atoms, in Å:
O: 2.9955 0.9824 -1.5387
C: 3.8599 0.1561 -1.7110
O: 4.7047 -0.2301 -0.7341
C: 4.4944 0.3415 0.5448
C: 3.2308 -0.2290 1.1865
O: 3.1248 0.2174 2.5259
C: 2.2508 -0.6627 3.1803
N: 0.8824 -0.2788 2.8848
C: 0.4394 1.0214 2.9910
N: -0.7177 1.2390 2.4623
C: -1.1085 0.0289 1.9550
C: -2.1702 -0.3967 1.1592
N: -3.1765 0.4777 0.7358
C: -3.8658 1.2033 1.7309
O: -3.8397 0.8476 2.8813
C: -4.5638 2.4108 1.2454
C: -3.9703 3.2661 0.3211
C: -4.6260 4.4178 -0.0694
C: -5.8743 4.7198 0.4511
C: -6.4620 3.8771 1.3801
C: -5.8052 2.7310 1.7865
C: -3.5902 0.4157 -0.6085
O: -4.7072 0.7001 -0.9548
C: -2.5009 -0.0080 -1.5210
C: -2.7731 -0.9020 -2.5504
C: -1.7552 -1.3194 -3.3889
C: -0.4687 -0.8340 -3.2188
C: -0.2003 0.0887 -2.2195
C: -1.2115 0.5011 -1.3725
N: -2.2180 -1.6557 0.7502
C: -1.2568 -2.4854 1.1146
N: -0.1815 -2.2087 1.8278
C: -0.1077 -0.9402 2.2108
C: 2.6050 -2.0747 2.6472
O: 3.5866 -2.6925 3.4350
C: 3.2126 -1.7670 1.2675
F: 2.4611 -2.2903 0.2494
C: 4.1089 -0.5340 -2.9924
C: 3.3415 -0.1692 -4.0977
C: 3.5313 -0.8012 -5.3111
C: 4.4865 -1.7988 -5.4292
C: 5.2523 -2.1639 -4.3326
C: 5.0676 -1.5370 -3.1147
H: 4.3952 1.4289 0.4645
H: 5.3693 0.0858 1.1443
H: 2.3534 0.0919 0.6038
H: 2.4367 -0.5598 4.2562
H: 1.0412 1.7725 3.4634
H: -2.9921 3.0384 -0.0770
H: -4.1636 5.0817 -0.7848
H: -6.3872 5.6160 0.1341
H: -7.4324 4.1155 1.7894
H: -6.2464 2.0653 2.5127
H: -3.7788 -1.2755 -2.6659
H: -1.9651 -2.0289 -4.1755
H: 0.3281 -1.1703 -3.8662
H: 0.7965 0.4837 -2.0932
H: -1.0008 1.2327 -0.6048
H: -1.3554 -3.5073 0.7783
H: 1.7104 -2.6954 2.5287
H: 3.1832 -3.0691 4.2247
H: 4.2120 -2.2068 1.1922
H: 2.6058 0.6129 -3.9857
H: 2.9363 -0.5174 -6.1664
H: 4.6350 -2.2930 -6.3779
H: 5.9949 -2.9416 -4.4295
H: 5.6566 -1.8170 -2.2560

The Löwdin scheme yields these atomic charges, measured in e:
1 O 0.104
2 C -0.425
3 O 0.012
4 C -0.083
5 C -0.221
6 O -0.009
7 C -0.208
8 N 0.081
9 C -0.095
10 N 0.166
11 C -0.145
12 C -0.222
13 N 0.122
14 C -0.348
15 O 0.140
16 C -0.148
17 C -0.024
18 C -0.067
19 C -0.079
20 C -0.071
21 C -0.009
22 C -0.368
23 O 0.148
24 C -0.157
25 C -0.012
26 C -0.068
27 C -0.069
28 C -0.053
29 C -0.024
30 N 0.184
31 C -0.167
32 N 0.149
33 C -0.196
34 C -0.233
35 O 0.010
36 C -0.189
37 F 0.031
38 C -0.120
39 C -0.018
40 C -0.071
41 C -0.074
42 C -0.069
43 C -0.008
44 H 0.143
45 H 0.147
46 H 0.158
47 H 0.175
48 H 0.141
49 H 0.116
50 H 0.105
51 H 0.102
52 H 0.104
53 H 0.121
54 H 0.122
55 H 0.104
56 H 0.096
57 H 0.079
58 H 0.116
59 H 0.116
60 H 0.133
61 H 0.107
62 H 0.169
63 H 0.117
64 H 0.106
65 H 0.105
66 H 0.105
67 H 0.118



What are the E_tot values for these records? In order: -9796.758 -54990.790 eV.